# 1
This record from the OMol25 dataset describes an isolated molecule of CH3NO2. The level of theory is ωB97M-V/def2-TZVPD.

DFT total energy = -245.15636 Ha
Structure (SMILES) = NC(=O)O

Structure (XYZ):
```
7
Properties=species:S:1:pos:R:3:nbo_charge:R:1
N 0.88484 -0.06230 0.25523 -0.85
C -0.22610 0.42625 -0.37206 0.88
O -1.37875 0.05472 0.32500 -0.73
O -0.22316 1.13556 -1.32956 -0.58
H 0.69032 -0.82892 0.88227 0.39
H 1.84907 0.14307 0.07701 0.41
H -1.59622 -0.86838 0.16211 0.49
```

---

# 2
This record from the OMol25 dataset describes a cluster of 2 separate species, CH3NO2P in total. The level of theory is ωB97M-V/def2-TZVPD.

DFT total energy = -586.49155 Ha
Total charge = -1

Structure (XYZ):
```
8
Properties=species:S:1:pos:R:3:nbo_charge:R:1
C 1.15392 0.40126 -2.02486 0.48
N 0.30378 -0.39396 0.95653 -1.28
O 0.48789 -0.54237 -2.13024 -0.55
O -0.63116 1.55805 -0.35722 -1.21
P -0.91321 0.10064 -0.14877 1.09
H 0.98178 0.14444 1.60799 0.36
H 0.46929 -1.40959 1.19381 0.35
H -1.85230 0.14156 0.90277 -0.24
```

---

# 3
This record from the OMol25 dataset describes a cluster of 2 separate species, CH3NO2P in total. The level of theory is ωB97M-V/def2-TZVPD.

DFT total energy = -586.50101 Ha
Total charge = -1

Structure (XYZ):
```
8
Properties=species:S:1:pos:R:3:nbo_charge:R:1
C -2.66767 0.78696 0.41363 0.45
N 1.23744 0.54192 0.23429 -1.18
O -1.96388 1.09592 -0.39796 -0.50
O -0.41723 -1.45337 0.35261 -1.23
P -0.02127 -0.42294 -0.68264 1.07
H 1.82959 -0.20208 0.45750 0.35
H 0.73964 0.77277 1.07611 0.33
H 1.26338 -1.11917 -1.45353 -0.29
```

---

# 4
This record from the OMol25 dataset describes a cluster of 3 separate species, CH3NO2P in total. The level of theory is ωB97M-V/def2-TZVPD.

DFT total energy = -586.46869 Ha
Total charge = -1

Structure (XYZ):
```
8
Properties=species:S:1:pos:R:3:nbo_charge:R:1
C 0.27582 0.33423 0.02757 -0.15
N -0.76986 0.66373 -0.55895 -0.73
O 2.14195 -1.81069 0.52094 -1.11
O 2.25098 -0.87507 -1.76714 -1.11
P 1.37539 -1.10806 -0.55446 1.77
H -1.70728 1.20894 1.51134 0.06
H -1.16543 0.18539 -1.30627 0.35
H -2.40156 1.40155 2.12698 -0.08
```

---

# 5
This record from the OMol25 dataset describes a structure of composition CH3NO2P. The level of theory is ωB97M-V/def2-TZVPD.

DFT total energy = -586.45121 Ha
Total charge = -1

Structure (XYZ):
```
8
Properties=species:S:1:pos:R:3:nbo_charge:R:1
C 0.19769 0.80941 -0.37463 0.08
N 0.20822 1.17160 -1.52756 -0.71
O 1.33270 1.35690 2.03420 -1.17
O -1.07529 1.05448 1.79257 -1.02
P 0.14166 1.85692 1.17198 1.30
H 0.30439 -1.12227 -0.05628 -0.32
H 0.14839 0.55745 -2.26490 0.36
H -0.42051 0.29775 2.01110 0.49
```

---

# 6
This record from the OMol25 dataset describes a cluster of 2 separate species, CH3NO2S in total. The level of theory is ωB97M-V/def2-TZVPD.

DFT total energy = -643.22876 Ha

Structure (XYZ):
```
8
Properties=species:S:1:pos:R:3:nbo_charge:R:1
C 0.91562 0.47831 0.19359 0.76
N 1.47011 -0.53092 -0.35003 -0.86
O 1.17780 1.54299 0.58708 -0.50
O -2.49772 0.18664 -0.33777 -0.85
S -1.55463 -0.63211 0.66044 0.08
H 2.52065 -0.38705 -0.49809 0.41
H 0.91145 -1.49453 -0.44545 0.48
H -2.94328 0.83667 0.19023 0.48
```

---

In the order shown, the computed energy relative to the best compared isomer or geometry (same formula, charge and spin) values come out to 59.8, 159.7, 134.8, 219.7, 265.6, 224.2 kJ/mol.